Formula: C22H29N2OSn
Source: the OMol25 dataset
Level of theory: the ωB97M-V functional and the def2-TZVPD basis

ORCA input file:
```
! wB97M-V def2-TZVPD RIJCOSX def2/J DEFGRID3
* xyz 1 1
Sn -1.53859 0.52277 -0.72491
C 2.52731 3.49487 -1.65151
C 2.56021 2.27987 -0.71981
C 3.71781 2.39327 0.27399
C 2.66871 1.00757 -1.52811
C 3.71551 0.85037 -2.42761
C 3.82361 -0.28393 -3.20781
C 2.85351 -1.26643 -3.12911
C 1.78051 -1.14363 -2.25561
C 0.72531 -2.22353 -2.19271
C 1.24111 -3.42263 -1.39781
C 0.26521 -2.64273 -3.58821
C 1.72071 -0.01663 -1.42721
N 0.68861 0.06317 -0.45001
C 0.98841 -0.22913 0.78909
C 0.00701 -0.20453 1.77749
C 0.09231 -0.45073 3.15079
C -1.18429 -0.30873 3.65739
C -2.03159 0.00697 2.59109
N -1.31569 0.08157 1.44019
C -3.51019 0.23777 2.72149
C -4.21089 0.31667 1.36739
C -3.72599 1.55567 3.48259
C -4.12399 -0.91693 3.52929
H 2.35871 4.40387 -1.07851
H 1.72941 3.39227 -2.38671
H 3.46771 3.60227 -2.18441
H 1.61721 2.26967 -0.15211
H 4.66721 2.45397 -0.25181
H 3.74881 1.52827 0.93329
H 3.60581 3.28707 0.88339
H 4.46481 1.62097 -2.50591
H 4.65571 -0.39863 -3.88421
H 2.94191 -2.14503 -3.74631
H -0.16519 -1.82583 -1.65991
H 2.11431 -3.85073 -1.88441
H 0.47311 -4.18913 -1.32831
H 1.52331 -3.12133 -0.39071
H 1.05281 -3.17103 -4.11751
H -0.01759 -1.77023 -4.17601
H -0.59179 -3.30853 -3.51611
H 2.00501 -0.50443 1.05529
H 0.97961 -0.69863 3.69719
H -1.47369 -0.42483 4.68209
H -3.83239 1.17257 0.78849
H -5.27979 0.45177 1.51489
H -4.04549 -0.60763 0.80329
H -3.27449 2.38827 2.94619
H -3.27559 1.49917 4.46859
H -4.78889 1.74737 3.60259
H -3.91469 -1.87393 3.05789
H -5.19999 -0.78743 3.60129
H -3.72239 -0.93893 4.53659
O -5.30349 0.18477 -1.83201
C -4.25459 -0.08673 -1.55651
*
```

Results
Gap between HOMO and LUMO ... 0.2326 hartree
Highest occupied orbital energy ... -11.3552 eV

=====

Formula: C22H36FN4O4PS
Source: the OMol25 dataset
Level of theory: the ωB97M-V functional and the def2-TZVPD basis

ORCA input file:
```
! wB97M-V def2-TZVPD RIJCOSX def2/J DEFGRID3
* xyz 0 1
C 0.36913 -5.44165 2.78040
C 0.62970 -4.07025 3.63302
C -0.29105 -2.95237 2.95202
O -0.14210 -1.61138 3.55875
C -0.04269 -0.73214 2.41365
C 1.34404 -0.02388 2.08940
C 2.54241 -0.35663 3.08994
C 3.34110 -1.66843 2.54395
C 4.65228 -1.28690 1.68970
F 2.49650 -2.45780 1.64389
C 1.42668 0.88273 0.84540
C 2.86245 1.58641 0.57586
N 3.25804 2.49161 1.72717
C 4.71065 2.87135 1.60305
C 0.21198 1.14772 -0.14722
N 0.49627 1.98871 -1.27879
C -0.69622 2.07728 -2.05344
C -0.58138 2.94795 -3.41938
C -1.42008 4.31800 -3.37290
N -1.66487 4.85607 -1.99879
C -2.08431 1.44251 -1.74539
C -3.37776 1.63148 -2.70310
C -3.81143 0.13441 -3.17443
C -2.97660 -0.19958 -4.53250
O -1.57632 -0.40758 -4.23949
C -1.17097 -1.79185 -4.39549
N -2.29714 0.63391 -0.59294
C -1.12419 0.46701 0.21471
C -1.26013 -0.46057 1.49040
P -2.97392 -1.22215 1.83626
O -4.24754 -0.09709 1.53200
O -3.11110 -1.59195 3.52148
S -3.31153 -2.85699 0.85574
H 0.28714 -6.36668 3.44181
H -0.64392 -5.35439 2.22397
H 1.15293 -5.56407 1.93776
H 0.29300 -4.30282 4.69912
H 1.75570 -3.87593 3.54687
H 0.03006 -2.88448 1.84470
H -1.36458 -3.33824 2.95944
H 2.08783 -0.54898 4.13621
H 3.30176 0.48358 3.22307
H 3.63777 -2.29369 3.45159
H 4.99391 -0.21138 1.94622
H 5.49525 -2.05120 1.75721
H 4.29940 -1.22502 0.58878
H 3.68173 0.81596 0.33122
H 2.82574 2.28438 -0.34837
H 2.72871 3.36808 1.62572
H 5.21558 2.42454 0.67045
H 4.83201 4.01210 1.52731
H 5.31376 2.52605 2.51005
H 0.54093 3.10260 -3.62968
H -0.94934 2.23778 -4.25376
H -2.37966 4.15462 -3.99079
H -0.80591 5.09395 -3.97558
H -1.86870 5.86744 -2.14972
H -2.59465 4.47336 -1.72815
H -3.14814 2.20643 -3.65801
H -4.21146 2.08703 -2.06882
H -3.54367 -0.67426 -2.41575
H -4.94179 0.12721 -3.33329
H -3.04018 0.73337 -5.21838
H -3.46785 -1.04998 -5.12424
H -2.02928 -2.53279 -4.52221
H -0.41157 -1.81451 -5.26610
H -0.60363 -2.11382 -3.43825
H -3.91297 0.81642 1.69388
H -2.73581 -0.86063 4.06279
*
```

Results
Gap between HOMO and LUMO ... 0.2707 hartree
SMILES ... CCCOc1c(C[C@H](C)F)c(CNC)c2nc(CCN)c(CCCOC)nc2c1P(O)(O)=S
Highest occupied orbital energy ... -8.1681 eV

=====

Formula: C8H16Cl2Si
Source: the OMol25 dataset
Level of theory: the ωB97M-V functional and the def2-TZVPD basis

ORCA input file:
```
! wB97M-V def2-TZVPD RIJCOSX def2/J DEFGRID3
* xyz 0 1
C -0.93228 2.46468 0.26479
C -2.55041 2.43126 0.17637
C -2.88729 1.20624 -0.68441
Si -2.38469 -0.55747 -0.01992
Cl -3.47317 -1.98289 -0.98492
Cl -2.88594 -0.65024 1.92176
H -0.65609 3.32132 0.75255
H -0.65756 1.52006 0.88923
H -0.48756 2.43255 -0.65795
H -2.78196 2.49307 1.23618
H -2.81056 3.43361 -0.24369
H -2.25685 1.31848 -1.55455
H -4.00677 1.20934 -0.76428
H -1.13711 -0.90217 -0.74033
C 2.44385 0.08990 -0.52114
C 2.63989 -0.94795 0.28273
C 1.93798 -2.24424 -0.00795
C 1.79657 -2.57254 -1.26888
C 1.73396 -3.22744 1.12845
H 1.71142 -0.10258 -1.30779
H 2.60692 1.11702 -0.39180
H 3.30986 -1.00299 1.10018
H 2.14039 -1.83193 -2.01677
H 1.56064 -3.60535 -1.64525
H 1.39254 -4.31638 0.71243
H 1.08493 -2.87176 1.93320
H 2.56206 -3.35299 1.72764
*
```

Results
Gap between HOMO and LUMO ... 0.3514 hartree
SMILES ... CCC[SiH](Cl)Cl.C=CC(=C)C
Highest occupied orbital energy ... -8.8950 eV

=====

Formula: C18H27N2O5P2STi
Source: the OMol25 dataset
Level of theory: the ωB97M-V functional and the def2-TZVPD basis

ORCA input file:
```
! wB97M-V def2-TZVPD RIJCOSX def2/J DEFGRID3
* xyz 1 3
Ti 0.15317 0.40304 -0.66642
P -1.35927 -1.64143 -1.20793
C -2.49344 -0.36558 -1.74202
C -2.76999 0.62299 -0.75325
N -1.71291 1.11252 0.01092
C -1.89016 2.05795 0.94942
C -3.16217 2.52861 1.23600
C -4.25560 2.09281 0.49169
C -4.04976 1.15337 -0.51043
C -0.68762 2.58334 1.70601
P 0.89787 2.47614 0.84131
H -4.86070 0.76978 -1.13388
H -3.26427 3.25741 2.02922
H -5.25697 2.49352 0.68146
H -0.84459 3.64962 1.92561
H -0.57528 2.03383 2.65618
H -1.18404 0.38231 -2.69936
H -3.26138 -0.70501 -2.36780
H 4.44552 3.43463 -3.56671
O -0.32412 0.75365 -2.58543
H 0.28505 0.83579 -3.32071
H 0.78800 1.88838 -0.61041
O 4.76037 2.55170 -3.57400
H 4.17084 2.08402 -2.97216
C 1.42036 4.12761 0.37725
H 1.32874 4.79372 1.24207
H 2.46459 4.09348 0.04057
H 0.79912 4.50455 -0.44556
C 2.12238 1.70688 1.89030
H 2.89291 1.21893 1.27991
H 2.58546 2.48047 2.51497
H 1.65026 0.95185 2.53136
C -2.31353 -2.79482 -0.16771
H -3.22729 -3.08123 -0.71935
H -1.67378 -3.67444 0.03329
H -2.57274 -2.27395 0.76959
C -0.98531 -2.54855 -2.74193
H 0.08825 -2.78133 -2.70383
H -1.56595 -3.48143 -2.76104
H -1.22337 -1.92140 -3.61255
O 2.73120 -4.98587 -1.59380
S 1.72304 -4.41816 -0.73688
O 0.43951 -5.07762 -0.63395
N 1.49438 -2.78784 -1.05085
C 1.73418 -2.02260 -0.01186
O 1.36085 -0.77311 0.01379
C 2.32636 -2.71069 1.13391
C 2.63954 -2.23788 2.42067
C 2.99358 -3.16727 3.40211
C 3.04282 -4.54190 3.10918
C 2.71995 -5.01140 1.82878
C 2.35774 -4.07364 0.86994
H 2.59914 -1.16620 2.61775
H 3.22958 -2.82785 4.41375
H 3.32270 -5.25047 3.88668
H 2.73901 -6.06766 1.56834
*
```

Results
Gap between HOMO and LUMO (alpha / beta) ... 0.2546 / 0.2176 hartree
<S²> ... 2.006
Energy relative to the best compared isomer or geometry (same formula, charge and spin) ... 133.9 kJ/mol
Highest occupied orbital energy (alpha / beta) ... -10.0341 / -10.0337 eV